Entry 1:
C21H30F3N3O3S | ωB97M-V/def2-TZVPD

Strongest force on any atom (eV/A): 6.78
Orbital gap (eV): 5.78
Molar mass (g/mol): 461.550

Last column: Löwdin charge in e.
Element x y z (Å)
C -1.3880 0.2115 3.2933  -0.078
H 4.1571 1.4080 -3.8105  0.072
C 0.3491 2.3034 -0.8269  -0.054
H 1.0245 0.3776 2.3319  0.110
H -2.2996 -1.7403 3.5991  0.124
H -0.0416 -4.1620 1.2524  0.125
C -3.4145 2.3935 1.3524  -0.208
H 2.2736 -2.3461 4.6892  0.063
F 6.4355 -3.2551 -5.7111  0.091
O 3.6592 -0.8577 -4.5514  -0.363
H -3.5812 3.4341 0.8593  0.117
C 2.5078 0.9558 0.1156  -0.028
H 0.6160 -2.5483 -0.2496  0.145
S 4.7308 -1.7930 -4.2134  0.453
C 1.0263 1.5214 0.3557  -0.174
H -1.7211 0.9104 4.1391  0.132
C 0.3762 1.1788 1.7845  -0.131
H -1.4483 -3.1653 1.9079  0.089
O 4.2542 -3.0030 -3.5478  -0.351
H 0.5124 2.1413 2.4347  0.143
H -3.7340 1.5179 0.6623  0.086
H -1.2863 3.1446 1.2705  0.113
C 3.2931 1.1433 -1.2306  0.021
H -4.7740 -1.7725 1.8370  0.174
C -1.8764 2.3223 1.8470  -0.149
C 2.5255 1.9357 -2.3872  -0.180
N -4.0855 -1.3478 1.1972  0.079
H -1.8756 2.6939 2.9536  0.115
C 0.5838 -2.9943 3.0402  -0.114
H -0.5005 -0.4721 3.6175  0.112
C 5.4146 -2.3672 -5.8480  -0.611
C 1.0835 2.5319 -2.1990  -0.028
F 5.9065 -1.3473 -6.6020  0.089
H -4.1074 -2.2385 -0.8488  0.112
N -2.4871 -0.8353 3.1421  0.046
C -0.3204 -3.1207 1.7012  -0.181
H -5.5195 -1.0996 -0.4963  0.109
C -1.1956 0.8563 1.7854  -0.335
C -4.3481 2.4236 2.7067  -0.135
H -3.8325 -0.4082 -0.8057  0.116
H -1.7493 -1.7865 -0.4976  0.127
H 3.0287 0.3675 0.9699  0.094
C -2.9460 -0.8804 1.7243  -0.159
H -5.4105 2.8272 2.4805  0.076
F 4.4832 -2.9870 -6.6221  0.087
C 0.1533 -1.9792 0.6599  -0.149
H 4.3396 0.7411 -1.4721  0.108
H -4.4104 1.3923 3.2243  0.061
O 5.8547 -1.1595 -3.5256  -0.356
C 3.2414 2.1317 -3.8128  -0.105
C -1.0186 -1.0622 0.0571  -0.137
H -0.7165 2.7116 -0.7217  0.072
C 1.3807 -2.7281 4.0588  0.057
H 2.5177 1.6743 -4.6056  0.093
N -1.7976 -0.2458 1.0184  -0.022
H 1.0293 -1.4145 1.1411  0.093
C -4.4072 -1.2729 -0.2716  -0.057
H 3.5250 3.2176 -4.0566  0.081
H -3.9127 3.1478 3.5126  0.083
H 0.5531 3.1233 -3.0265  0.096
H -0.6305 -0.3494 -0.7820  0.141

***

Entry 2:
C8H14NO2 | ωB97M-V/def2-TZVPD

SMILES: C=C[C@]1([NH+]2CCOCC2)CO1
Strongest force on any atom (eV/A): 6.40
Net charge: +1
Orbital gap (eV): 11.51
Molar mass (g/mol): 156.205

Last column: Löwdin charge in e.
Element x y z (Å)
O -2.7811 0.4788 0.0243  -0.121
H 1.2478 -2.5077 1.0000  0.161
H 2.9772 2.7643 -0.2151  0.072
C -0.5695 0.4132 -1.1324  -0.087
H 2.6589 1.7278 -1.6563  0.106
C 1.9903 -1.6568 0.6956  -0.069
H 2.9775 -1.6552 1.1107  0.129
H 1.9760 1.5233 1.4699  0.089
H -0.2299 0.3064 -2.1832  0.166
C -2.1106 0.4831 -1.2092  -0.152
H -0.4450 -1.0624 1.9248  0.136
C -0.9478 -0.4162 1.2059  -0.047
C 1.4093 -0.4967 0.0908  -0.346
C 2.5970 1.8085 -0.5499  0.007
C 2.1561 1.1660 0.4852  0.021
H -0.1902 1.3297 -0.8325  0.095
H -2.3268 1.4271 -1.6894  0.137
O 2.0070 -1.4057 -0.6693  0.061
C -2.4385 -0.5347 0.8605  -0.230
N -0.1489 -0.5470 -0.0787  -0.024
H -0.4521 -1.5054 -0.5071  0.230
H -2.5986 -0.3713 -1.8041  0.162
H -2.7599 -1.5244 0.3860  0.153
H -3.0523 -0.4573 1.8488  0.177
H -0.9460 0.7128 1.4247  0.174

***

Entry 3:
C36H32AsN6O2PdSSe | ωB97M-V/def2-TZVPD

Strongest force on any atom (eV/A): 2.89
Net charge: +1
Orbital gap (spin up / spin down) (eV): 5.86 / 5.84
Molar mass (g/mol): 873.061

Last column: Löwdin charge in e.
Element x y z (Å)
C -1.9259 4.2244 -0.4523  -0.116
H -2.8502 5.9192 -1.3830  0.108
C 1.0494 2.1983 -0.5110  -0.356
C -2.3540 -1.5099 -5.4311  0.008
H -4.2278 -3.1908 -3.7519  0.107
C -1.9276 0.1245 -3.6858  -0.177
H -2.7381 -2.4582 -5.7675  0.116
Se -3.5480 -1.1318 -0.2229  0.791
H -2.1998 3.5279 -1.2431  0.091
C 1.2823 1.0026 4.3001  -0.063
H 1.9990 1.2380 2.2790  0.107
H 2.2437 0.6922 4.6854  0.112
H 2.8657 -2.0500 1.6722  0.106
C -2.4259 -1.1218 -4.1023  -0.146
N -0.6422 -2.3147 0.9563  -0.144
C 2.8481 -2.8899 0.9977  -0.074
H -1.9205 1.4737 5.2991  0.114
C -1.2008 3.7523 0.6378  -0.350
H -2.2238 7.4703 0.4265  0.109
C -1.7736 -0.6206 -6.3147  -0.067
C -1.2443 5.9620 1.5880  -0.069
C -1.0617 1.4248 4.6450  -0.097
C 0.5901 -2.6554 4.2223  -0.107
C 1.1513 1.3027 2.9529  -0.089
C 3.2049 2.6313 -2.2016  -0.069
H -1.7104 -0.8924 -7.3569  0.111
H 0.5301 0.5981 -1.8477  0.063
C 3.7655 -3.9098 1.1063  -0.013
C -2.8169 -0.9178 -1.9312  -0.668
C -0.0951 1.6448 2.4500  -0.413
O 1.0258 -0.5104 0.6639  -0.355
H 2.7132 -5.8427 -1.4716  0.114
C -0.5031 -2.2035 2.2902  -0.515
H -1.8933 0.9544 -1.7086  0.089
C -2.2959 5.5567 -0.5296  -0.075
H 0.3018 0.8689 6.1989  0.113
As -0.5291 1.8875 0.5849  1.301
C 1.2188 1.4126 -1.6449  -0.128
H 4.0356 2.8121 -2.8666  0.109
C -1.3355 1.0081 -4.5716  0.002
C 0.1872 1.0862 5.1467  -0.084
C 1.8690 -2.9399 0.0170  -0.295
H -0.8109 1.2580 -6.6204  0.110
C 2.7444 -5.0170 -0.7770  -0.017
C 3.0438 3.4114 -1.0682  -0.068
N -2.2006 0.2151 -2.3447  0.110
H -2.3078 -1.0457 4.7336  0.117
Pd -1.4632 -0.3217 0.6452  0.453
H 4.5214 -3.8766 1.8747  0.114
H -0.3276 4.2658 2.5309  0.102
C -1.2659 0.6078 -5.8928  -0.066
C 2.2972 1.6259 -2.4852  -0.064
N -1.5024 -1.5383 2.9169  0.109
C 1.9658 3.2022 -0.2250  -0.088
S 0.5636 -1.7518 0.0531  0.587
H 5.1429 -6.0916 1.2006  0.103
H 4.4280 -6.8981 -0.1257  0.105
N 4.6084 -6.0300 0.3509  0.125
C -0.4227 -2.0704 4.9649  -0.046
H -2.1917 1.9029 2.8811  0.112
C -1.4715 -1.5233 4.2385  -0.131
N 0.5496 -2.7390 2.9057  0.151
N -2.9648 -1.7330 -2.9880  -0.059
H 2.4229 1.0073 -3.3613  0.111
H -0.3902 -2.0181 6.0392  0.107
H -2.6618 -3.7758 -3.1415  0.113
C -0.8729 4.6296 1.6657  -0.106
H 1.8272 3.8186 0.6575  0.108
H 1.0641 -4.0088 -1.6461  0.115
C -1.9495 6.4278 0.4907  -0.073
H 1.4659 -3.0929 4.6858  0.117
H 3.7608 4.1862 -0.8438  0.109
C 3.7111 -5.0116 0.2397  -0.309
H -3.9290 -3.2720 -1.9967  0.065
H -0.9535 1.9620 -4.2465  0.116
O -0.0259 -1.5656 -1.2616  -0.342
H -0.9790 6.6437 2.3823  0.109
C -3.4785 -3.0726 -2.9686  -0.003
C 1.8240 -3.9966 -0.8793  -0.052
C -1.2082 1.6700 3.2938  -0.145